(1)
Molecular formula: C2H4N2OS2
Method: DFT, ωB97M-V with the def2-TZVPD basis set

Structure (XYZ):
```
11
C2H4N2OS2 | OMol25 | ωB97M-V with the def2-TZVPD basis set
C 0.02 1.19 -0.43
C -0.44 -2.30 0.12
H 1.42 1.85 2.51
H -0.46 1.97 -0.84
H -0.87 -0.06 -1.95
H -1.83 -2.03 -0.33
N 0.70 1.19 0.68
N -0.06 0.10 -1.29
O 0.27 -3.15 0.82
S 0.70 2.61 1.70
S 0.55 -1.39 -1.00
```

Energy: -1059.58203 Eh
Energy above the lowest of the compared OMol25 structures with the same formula, charge and spin: 423.3 kJ/mol
Charge: 0
Kohn-Sham gap: 8.632 eV
Spin multiplicity: 1

natural (NBO) population analysis, charges in e, atoms 1 to 6:
1. C 0.241
2. C 0.179
3. H 0.133
4. H 0.158
5. H 0.416
6. H 0.124



(2)
Molecular formula: C2H4N2OS2
Method: DFT, ωB97M-V with the def2-TZVPD basis set

Structure (XYZ):
```
11
C2H4N2OS2 | OMol25 | ωB97M-V with the def2-TZVPD basis set
C -0.04 -0.33 0.30
C -2.10 0.48 -0.72
H 2.24 0.85 -0.66
H -1.05 -2.24 0.37
H -2.49 0.69 0.35
H -2.81 0.88 -1.50
N 0.95 -0.67 0.93
N -1.22 -1.20 0.42
O -2.04 -1.01 -0.73
S 2.52 0.24 0.82
S -0.32 1.01 -0.79
```

Energy: -1059.59377 Eh
Energy above the lowest of the compared OMol25 structures with the same formula, charge and spin: 392.5 kJ/mol
Charge: 0
Kohn-Sham gap: 9.017 eV
Spin multiplicity: 1

natural (NBO) population analysis, charges in e, atoms 1 to 6:
1. C 0.220
2. C -0.225
3. H 0.115
4. H 0.395
5. H 0.212
6. H 0.235



(3)
Molecular formula: C2H4N2OS3
Method: DFT, ωB97M-V with the def2-TZVPD basis set

Structure (XYZ):
```
12
C2H4N2OS3 | OMol25 | ωB97M-V with the def2-TZVPD basis set
C 0.83 0.40 0.21
C -1.17 -1.07 0.05
H 3.54 1.08 -0.15
H 1.15 -1.07 -1.39
H -0.38 2.37 0.02
H -0.16 -1.78 0.04
N 1.54 -0.57 -0.48
N -0.65 0.19 0.02
O 1.25 1.32 1.01
S 3.30 -0.67 -0.10
S -1.60 1.79 -0.39
S -2.84 -1.40 0.18
```

Energy: -1457.77840 Eh
Energy above the lowest of the compared OMol25 structures with the same formula, charge and spin: 328.1 kJ/mol
Charge: 0
Kohn-Sham gap: 8.059 eV
Spin multiplicity: 1

natural (NBO) population analysis, charges in e, atoms 1 to 6:
1. C 0.777
2. C -0.081
3. H 0.187
4. H 0.457
5. H 0.166
6. H 0.222



(4)
Molecular formula: C2H4N2OS3
Method: DFT, ωB97M-V with the def2-TZVPD basis set

Structure (XYZ):
```
12
C2H4N2OS3 | OMol25 | ωB97M-V with the def2-TZVPD basis set
C -0.40 0.40 -0.18
C 1.55 -1.01 -0.29
H -3.16 0.57 0.62
H -0.86 -1.28 0.85
H 0.88 2.35 0.13
H 0.83 -1.77 -0.59
N -1.19 -0.68 0.10
N 0.99 0.20 -0.09
O -0.83 1.49 -0.46
S -2.93 -0.58 -0.07
S 2.00 1.64 0.07
S 3.10 -1.33 -0.08
```

Energy: -1457.89325 Eh
Energy above the lowest of the compared OMol25 structures with the same formula, charge and spin: 26.5 kJ/mol
Charge: 0
Kohn-Sham gap: 8.900 eV
Spin multiplicity: 1

natural (NBO) population analysis, charges in e, atoms 1 to 6:
1. C 0.774
2. C -0.130
3. H 0.124
4. H 0.411
5. H 0.152
6. H 0.215



(5)
Molecular formula: C2H4N2S
Method: DFT, ωB97M-V with the def2-TZVPD basis set

Structure (XYZ):
```
9
C2H4N2S | OMol25 | ωB97M-V with the def2-TZVPD basis set
C 1.31 1.01 0.47
C -1.20 -0.22 0.07
N 0.72 -1.48 0.25
N -0.58 -1.33 0.11
S 1.99 -0.34 -0.06
H 1.97 1.87 0.30
H -2.26 -0.32 -0.08
H -0.76 0.77 0.08
H 1.02 -2.44 0.11
```

Energy: -586.13828 Eh
Energy above the lowest of the compared OMol25 structures with the same formula, charge and spin: 409.9 kJ/mol
Charge: 0
Kohn-Sham gap: 8.509 eV
Spin multiplicity: 1

natural (NBO) population analysis, charges in e, atoms 1 to 6:
1. C -0.610
2. C -0.155
3. N -0.598
4. N -0.235
5. S 0.658
6. H 0.181



(6)
Molecular formula: C2H4N2S
Method: DFT, ωB97M-V with the def2-TZVPD basis set

Structure (XYZ):
```
9
C2H4N2S | OMol25 | ωB97M-V with the def2-TZVPD basis set
C 1.41 0.82 -0.12
C -1.10 0.07 -0.66
N 2.23 1.60 -0.17
N 0.54 -0.09 0.16
S 0.76 -1.61 0.88
H -1.76 0.57 0.04
H -1.00 0.79 -1.50
H -1.47 -0.94 -0.83
H 0.41 -1.19 2.20
```

Energy: -586.20372 Eh
Energy above the lowest of the compared OMol25 structures with the same formula, charge and spin: 238.1 kJ/mol
Charge: 0
Kohn-Sham gap: 10.007 eV
Spin multiplicity: 1

natural (NBO) population analysis, charges in e, atoms 1 to 6:
1. C 0.383
2. C -0.345
3. N -0.371
4. N -0.655
5. S 0.233
6. H 0.203